Entry 1:
The following is a DFT calculation (ωB97M-V/def2-TZVPD) of a 9-piece molecular cluster, C40H66O36S8 overall.

- SMILES string = CCOCc1cccc2c1C(=O)C(CCCCCCCCCCOC)=CC2=O.O=S1(=O)OCCO1.O=S1(=O)OCCO1.O=S1(=O)OCCO1.O=S1(=O)OCCO1.O=S1(=O)OCCO1.O=S1(=O)OCCO1.O=S1(=O)OCCO1.O=S1(=O)OCCO1
- molar mass (g mol⁻¹) = 1379.5
- energy above the lowest of the compared OMol25 structures with the same formula, charge and spin (eV) = 2.9327

Geometry as XYZ:
```
150
C40H66O36S8 (ωB97M-V/def2-TZVPD)
C 3.981 -4.474 0.284
C 4.459 -3.288 1.238
O 5.008 -2.236 0.440
C 6.055 -1.516 1.094
C 5.724 -1.075 2.560
C 5.988 -1.919 3.737
C 5.668 -1.540 5.101
C 5.071 -0.243 5.388
C 4.791 0.621 4.254
C 5.089 0.222 2.860
C 4.684 1.244 1.771
O 5.242 1.418 0.713
C 3.456 2.155 2.123
C 2.444 2.652 1.031
C 1.129 1.755 1.242
C -0.004 2.519 2.045
C -1.439 2.133 1.462
C -2.540 1.917 2.592
C -3.140 0.456 2.365
C -2.135 -0.629 2.940
C -2.905 -1.938 3.373
C -1.872 -2.958 3.988
C -1.196 -3.920 2.913
O -1.124 -3.341 1.601
C -2.159 -3.823 0.731
C 3.202 2.545 3.407
C 4.148 2.034 4.505
O 4.426 2.610 5.536
H 3.555 -4.036 -0.649
H 3.268 -5.125 0.846
H 4.920 -5.042 0.026
H 5.197 -3.759 1.943
H 3.533 -2.927 1.772
H 7.015 -2.118 1.128
H 6.291 -0.642 0.429
H 6.439 -2.925 3.549
H 5.900 -2.284 5.901
H 4.824 0.041 6.434
H 2.154 3.721 1.154
H 2.837 2.405 0.014
H 0.691 1.489 0.246
H 1.408 0.816 1.788
H 0.047 2.331 3.146
H 0.116 3.620 1.869
H -1.839 2.928 0.777
H -1.346 1.176 0.878
H -3.406 2.627 2.493
H -2.085 2.023 3.609
H -3.237 0.264 1.261
H -4.158 0.330 2.815
H -1.411 -0.865 2.106
H -1.555 -0.193 3.784
H -3.621 -1.616 4.185
H -3.521 -2.367 2.543
H -2.355 -3.577 4.794
H -1.039 -2.400 4.488
H -1.720 -4.916 2.895
H -0.137 -4.072 3.250
H -2.623 -2.914 0.250
H -3.000 -4.344 1.263
H -1.704 -4.480 -0.072
H 2.351 3.205 3.688
C -3.667 -5.680 -4.369
C -2.258 -5.171 -4.138
O -2.137 -5.060 -2.718
S -3.034 -6.206 -2.018
O -2.185 -7.301 -1.693
O -3.892 -5.588 -1.068
O -3.906 -6.617 -3.314
H -4.399 -4.873 -4.281
H -3.777 -6.163 -5.337
H -2.079 -4.210 -4.617
H -1.515 -5.894 -4.486
C 3.956 6.637 -0.827
C 3.805 6.956 -2.303
O 2.525 6.433 -2.662
S 1.529 6.546 -1.394
O 0.744 7.723 -1.544
O 0.959 5.267 -1.155
O 2.654 6.831 -0.268
H 4.240 5.592 -0.675
H 4.681 7.284 -0.337
H 4.588 6.504 -2.908
H 3.790 8.035 -2.475
C -7.047 -2.427 -6.827
C -6.528 -2.440 -8.251
O -5.103 -2.443 -8.123
S -4.694 -3.246 -6.788
O -4.350 -4.580 -7.159
O -3.838 -2.419 -6.009
O -6.151 -3.277 -6.098
H -6.995 -1.425 -6.394
H -8.068 -2.798 -6.756
H -6.862 -1.576 -8.822
H -6.824 -3.355 -8.770
C -5.448 1.782 -9.315
C -5.586 2.083 -10.795
O -6.877 1.580 -11.151
S -7.874 1.731 -9.890
O -8.636 2.918 -10.058
O -8.470 0.463 -9.634
O -6.749 2.009 -8.764
H -5.184 0.734 -9.147
H -4.712 2.422 -8.830
H -4.810 1.608 -11.391
H -5.580 3.160 -10.982
C -0.200 7.489 3.967
C -1.175 7.327 5.118
O -2.201 6.471 4.611
S -1.554 5.439 3.549
O -1.293 4.214 4.222
O -2.298 5.512 2.342
O -0.148 6.207 3.338
H -0.567 8.213 3.235
H 0.792 7.787 4.305
H -1.594 8.277 5.445
H -0.704 6.826 5.968
C 0.198 1.527 7.471
C -0.764 1.376 8.635
O -1.794 0.512 8.150
S -1.157 -0.531 7.093
O -0.886 -1.751 7.772
O -1.915 -0.473 5.892
O 0.245 0.237 6.857
H -0.179 2.242 6.735
H 1.193 1.831 7.794
H -1.181 2.329 8.956
H -0.283 0.885 9.486
C 7.807 -0.180 7.373
C 9.118 0.349 7.920
O 9.086 0.038 9.315
S 8.266 -1.337 9.533
O 9.198 -2.406 9.634
O 7.255 -1.106 10.504
O 7.576 -1.406 8.073
H 6.982 0.501 7.597
H 7.848 -0.356 6.300
H 9.230 1.421 7.767
H 9.971 -0.172 7.476
C -2.543 -3.968 -10.433
C -1.153 -3.930 -11.038
O -1.324 -3.288 -12.304
S -2.519 -2.206 -12.194
O -1.947 -0.922 -11.971
O -3.451 -2.459 -13.236
O -3.147 -2.725 -10.799
H -3.139 -4.776 -10.863
H -2.518 -4.074 -9.349
H -0.727 -4.924 -11.164
H -0.476 -3.318 -10.436
```

Entry 2:
The following is a DFT calculation (ωB97M-V/def2-TZVPD) of a 3-piece molecular cluster, C40H67Br2N6O10S overall.

- molar mass (g mol⁻¹) = 983.9
- net charge = +1

Geometry as XYZ:
```
126
C40H67Br2N6O10S (ωB97M-V/def2-TZVPD)
C 1.087 0.554 -4.442
C -0.098 0.016 -3.397
O -0.749 -1.146 -3.618
O -0.467 0.834 -2.232
C 0.258 0.430 -1.020
C 0.228 1.590 0.188
C 0.456 3.105 -0.339
C -0.937 3.982 -0.361
C -1.993 3.749 0.844
Br -2.079 4.654 2.671
C -3.123 2.733 0.731
C -4.246 2.508 1.955
Br -3.442 1.513 -0.821
C -0.757 5.570 -0.869
C -1.787 5.808 -2.097
C -3.423 5.195 -1.797
C -4.670 6.407 -1.892
O -4.149 5.689 -0.504
O -1.100 6.447 0.165
N -1.870 7.472 0.073
O -1.945 8.111 1.122
N 0.658 5.688 -1.508
S 0.839 7.184 -2.459
C 2.550 7.871 -2.736
O 0.055 8.400 -1.958
O 0.391 6.969 -3.967
C 1.859 5.247 -0.785
N 3.018 4.945 -1.698
C 2.890 4.475 -2.912
O 2.485 3.965 -4.111
C 2.659 6.397 0.150
C 1.975 7.623 0.962
C 2.799 8.760 1.870
C 4.433 8.734 1.983
C 5.180 7.544 1.141
C 4.337 6.410 0.262
C 1.788 3.930 0.267
C 1.285 4.351 1.744
C 2.095 4.709 3.042
O 3.399 5.331 3.043
N 3.078 3.214 0.124
C 3.233 2.020 -0.749
C 3.771 2.683 1.339
C 5.372 3.109 1.576
O 3.284 1.833 2.258
H 1.236 -0.195 -5.338
H 0.784 1.600 -4.892
H 2.088 0.688 -3.851
H -0.339 -0.502 -0.572
H 1.345 0.025 -1.226
H -0.725 1.346 0.802
H 1.135 1.278 0.900
H 0.766 3.006 -1.493
H -1.452 3.474 -1.319
H -5.099 1.766 1.652
H -4.759 3.564 2.151
H -3.674 2.181 2.929
H -2.004 6.889 -2.450
H -1.567 5.176 -3.086
H -3.707 4.058 -2.261
H -4.225 7.459 -1.559
H -5.742 6.015 -1.639
H 0.439 5.011 -2.315
H 3.056 8.359 -1.770
H 2.400 8.806 -3.466
H 3.307 7.177 -3.294
H 0.832 7.806 0.954
H 2.208 9.616 2.452
H 5.014 9.522 2.638
H 6.372 7.510 1.174
H 5.027 5.612 -0.245
H 0.524 3.500 2.109
H 0.564 5.291 1.588
H 2.211 3.715 3.701
H 1.414 5.400 3.745
H 3.400 6.294 3.317
H 3.001 0.991 -0.190
H 4.390 1.937 -1.035
H 2.651 1.981 -1.751
H 5.779 2.528 2.536
H 6.051 2.709 0.680
H 5.514 4.249 1.796
C -0.229 -3.502 -1.395
C -0.396 -4.989 -1.092
N -1.694 -5.535 -1.500
C -1.957 -6.870 -0.959
C -1.051 -8.009 -1.416
C -2.067 -5.347 -2.905
C -1.127 -5.912 -3.965
H -1.037 -2.914 -0.947
H 0.718 -3.143 -0.975
H -0.204 -3.302 -2.470
H -0.289 -5.105 -0.006
H 0.436 -5.539 -1.552
H -3.000 -7.147 -1.161
H -1.894 -6.811 0.136
H -1.284 -8.325 -2.435
H -1.201 -8.882 -0.771
H 0.011 -7.747 -1.364
H -2.179 -4.272 -3.090
H -3.072 -5.751 -3.074
H -0.076 -5.702 -3.754
H -1.358 -5.459 -4.938
H -1.253 -6.990 -4.082
C -3.790 -11.818 4.504
C -2.314 -11.483 4.310
N -1.898 -11.429 2.905
C -0.444 -11.389 2.732
C 0.298 -10.166 3.262
C -2.653 -10.521 2.037
C -2.693 -9.046 2.423
H -4.052 -12.756 4.003
H -4.005 -11.939 5.572
H -4.444 -11.025 4.129
H -1.740 -12.268 4.818
H -2.093 -10.542 4.833
H -0.198 -11.517 1.670
H -0.020 -12.276 3.223
H 0.152 -9.296 2.618
H 1.375 -10.368 3.282
H -0.001 -9.902 4.281
H -3.687 -10.883 1.978
H -2.283 -10.606 1.009
H -2.874 -8.892 3.490
H -3.506 -8.547 1.881
H -1.770 -8.532 2.148
```

Entry 3:
The following is a DFT calculation (ωB97M-V/def2-TZVPD) of C40H67Cl3CsN13O11P2S3 as an isolated structure.

- molar mass (g mol⁻¹) = 1303.5
- net charge = -2
- energy above the lowest of the compared OMol25 structures with the same formula, charge and spin (eV) = 0.0000

Geometry as XYZ:
```
140
C40H67Cl3CsN13O11P2S3 (ωB97M-V/def2-TZVPD)
Cs 1.545 -0.738 1.918
C -3.087 3.098 0.419
C -3.082 1.572 0.666
N -1.821 0.940 0.341
C -1.366 1.036 -1.033
C 0.140 1.378 -1.125
N 0.543 2.365 -0.150
C 0.384 3.747 -0.537
C -1.078 4.212 -0.524
N -1.823 3.793 0.663
H -3.868 3.514 1.065
H -3.401 3.308 -0.608
H -3.945 1.156 0.115
H -3.244 1.397 1.733
H -1.841 -0.036 0.617
H -1.939 1.810 -1.552
H -1.530 0.095 -1.568
H 0.368 1.700 -2.157
H 0.708 0.466 -0.932
H 1.504 2.194 0.130
H 0.785 3.961 -1.544
H 0.947 4.347 0.177
H -1.578 3.863 -1.436
H -1.065 5.309 -0.590
H -1.228 3.207 1.238
C 3.318 -4.859 -3.570
C 3.304 -4.653 -2.074
C 2.109 -4.360 -1.419
C 2.080 -4.155 -0.048
C 3.260 -4.237 0.674
C 4.462 -4.540 0.045
C 4.476 -4.752 -1.323
S 3.342 -3.830 2.392
O 3.761 -5.000 3.134
O 4.379 -2.755 2.415
N 1.926 -3.277 2.655
C 1.382 -3.031 3.888
C 2.058 -3.244 5.111
C 1.410 -2.971 6.296
C 0.104 -2.494 6.271
C -0.476 -2.299 5.032
N 0.129 -2.546 3.864
H 2.687 -4.118 -4.062
H 2.924 -5.848 -3.824
H 4.333 -4.786 -3.966
H 1.196 -4.258 -1.998
H 1.154 -3.913 0.463
H 5.374 -4.587 0.630
H 5.414 -4.970 -1.822
H 3.071 -3.624 5.100
H 1.917 -3.132 7.240
H -0.444 -2.271 7.176
H -1.489 -1.919 4.964
C 6.729 -0.814 1.343
C 5.714 0.293 1.621
O 6.323 1.575 1.425
P 4.291 0.220 0.456
O 3.630 -1.211 0.476
O 5.019 0.188 -0.998
O 3.334 1.343 0.480
P 4.931 0.262 3.319
O 5.597 -0.974 4.098
O 5.367 1.532 3.983
O 3.463 0.007 3.075
H 7.158 -0.668 0.352
H 6.267 -1.802 1.387
H 7.519 -0.767 2.093
H 6.312 1.978 2.313
H 3.919 -1.750 1.279
H 5.219 1.114 -1.228
H 5.240 -1.805 3.707
N 4.462 4.096 2.473
C 3.216 4.604 2.375
C 2.109 3.925 2.952
N 0.910 4.460 2.970
C 0.748 5.667 2.400
C 1.811 6.300 1.802
N 3.048 5.785 1.778
H 4.624 3.217 2.953
H 5.194 4.495 1.917
H 2.213 2.930 3.401
H -0.250 6.092 2.416
H 1.687 7.264 1.315
C -6.320 0.678 4.009
N -5.505 -0.348 3.411
C -5.730 -0.733 2.021
C -4.544 -1.645 1.718
N -3.652 -1.372 2.849
C -4.225 -0.636 3.813
S -3.558 -0.206 5.288
H -6.344 1.573 3.375
H -5.891 0.935 4.974
H -7.343 0.319 4.149
H -5.749 0.153 1.376
H -6.686 -1.248 1.920
H -4.043 -1.436 0.779
H -4.835 -2.698 1.711
H -2.678 -1.640 2.807
O -1.944 -1.988 0.296
C -1.885 -2.481 -0.856
O -2.862 -2.778 -1.610
H -0.875 -2.686 -1.266
C -6.137 1.135 -2.862
C -5.659 0.103 -3.884
C -4.272 -0.430 -3.549
C -3.779 -1.439 -4.586
N -2.548 -2.155 -4.246
C -1.324 -1.748 -4.640
S 0.010 -2.776 -4.566
N -1.261 -0.490 -5.171
C -0.019 0.178 -5.535
C -0.295 1.301 -6.534
C -0.878 0.807 -7.859
C 0.151 0.084 -8.727
H -7.143 1.496 -3.094
H -5.463 1.996 -2.838
H -6.153 0.701 -1.858
H -5.649 0.560 -4.882
H -6.367 -0.733 -3.923
H -4.280 -0.931 -2.578
H -3.573 0.407 -3.473
H -3.644 -0.950 -5.554
H -4.551 -2.201 -4.715
H -2.586 -2.662 -3.331
H -1.992 0.135 -4.862
H 0.646 -0.571 -5.951
H 0.471 0.581 -4.647
H 0.641 1.836 -6.721
H -0.988 2.016 -6.076
H -1.276 1.663 -8.414
H -1.716 0.138 -7.652
H 0.994 0.745 -8.956
H -0.292 -0.240 -9.673
H 0.541 -0.805 -8.222
Cl -0.676 1.089 7.040
C 0.115 1.838 5.636
Cl 1.257 0.701 4.915
Cl 0.976 3.291 6.187
C -0.902 2.220 4.648
N -1.708 2.530 3.889
```

LUMO energy across the listed records, respectively: -0.89 -4.11 3.57 eV.
Total energy across the listed records, respectively: -7457.56767 -8190.01605 -6382.26326 Ha.